[1]
This record from the OMol25 dataset describes a 3-piece molecular cluster, C41H81F3N9O6P2Si overall. The level of theory is ωB97M-V/def2-TZVPD.

```
143
Properties=species:S:1:pos:R:3:lowdin_charge:R:1
N -0.615 1.850 -0.961 0.03
H 1.445 -1.693 4.050 0.08
H -1.706 1.843 6.288 0.10
C -2.178 -2.178 -0.573 -0.06
H -0.355 3.281 -9.163 0.08
H 0.946 -2.239 2.460 0.07
O 1.280 -5.513 2.301 -0.31
C -1.850 0.258 0.299 -0.26
H -6.625 5.357 3.303 0.04
O -2.962 -4.328 0.185 0.13
H -7.003 4.463 1.825 0.04
C -1.364 0.606 -1.164 -0.01
C 0.470 2.186 -1.923 -0.09
N -2.822 2.316 -6.277 -0.33
P 2.749 -5.874 2.355 0.71
C 3.815 -7.207 0.062 -0.13
H 1.404 -8.258 4.756 0.08
H -2.126 0.654 -1.941 0.15
H -0.736 -0.664 3.100 0.11
H 5.220 -4.847 0.988 0.06
C -2.058 -1.229 0.652 -0.07
H -3.193 3.144 -8.188 0.07
C 3.140 3.923 0.222 -0.22
H 1.750 3.898 -6.934 0.08
H 4.623 1.601 4.998 0.11
H 0.990 -6.587 4.467 0.07
H -0.587 -0.087 -9.445 0.09
H -0.587 -0.128 -1.422 0.13
H 4.938 4.582 1.917 0.13
H 2.032 1.660 -0.420 0.10
H 5.890 -5.910 4.256 0.08
N -0.123 3.336 0.801 0.28
Si -4.954 3.541 2.791 0.60
H -1.416 4.336 -8.217 0.05
N -1.506 1.086 -7.927 -0.26
H 3.514 -4.390 -0.253 0.07
C 1.891 2.275 -1.317 -0.15
H 0.139 -0.294 -7.844 0.09
H -2.949 -1.363 1.274 0.13
C -6.663 4.353 2.865 -0.17
C -0.315 0.429 -8.525 -0.13
H -2.637 4.369 2.127 0.00
C -5.442 2.532 5.381 -0.09
N 4.473 -5.937 2.674 -0.26
H 0.351 3.351 1.694 0.14
C -3.772 1.723 6.910 -0.09
C -2.543 0.017 -7.876 -0.12
O 4.409 2.734 2.599 -0.03
H -6.483 2.724 5.141 0.09
O -0.845 2.080 -4.911 -0.33
C -3.427 2.397 -4.953 -0.14
C 4.807 -5.889 4.123 -0.12
C 4.559 3.317 0.229 -0.16
H 1.099 1.204 1.599 0.14
C -3.675 4.726 2.075 -0.17
C -4.422 2.834 4.476 -0.25
C -3.294 0.880 0.295 -0.46
C 1.292 -7.506 3.971 -0.14
H -3.196 -2.141 -0.966 0.13
H -4.022 0.249 2.262 0.13
C 3.054 -8.626 2.847 -0.14
H -2.687 -0.407 -8.871 0.08
H 4.420 -6.750 4.659 0.07
H 3.047 -9.321 3.692 0.08
H 4.882 -6.953 0.131 0.08
C 1.283 -1.358 3.018 -0.08
C -0.445 3.852 -8.229 -0.12
H 2.443 -9.067 2.050 0.09
H -2.327 2.847 4.085 0.09
F -4.180 0.050 -0.326 0.11
C -0.507 2.178 0.317 -0.29
H -1.406 -2.012 -1.330 0.12
H 4.095 -8.579 2.529 0.07
C 4.824 -0.427 4.313 0.06
C -3.840 1.171 1.700 -0.13
H -5.488 2.275 0.658 0.08
C -2.746 2.043 6.039 -0.08
H -3.510 0.402 -7.568 0.07
H 2.566 1.868 -2.084 0.12
H 4.414 -4.985 4.599 0.08
H 1.421 2.676 -5.730 0.06
H 2.568 3.393 0.996 0.08
H -3.131 3.312 -4.423 0.08
H 3.584 -7.308 -1.000 0.08
C -5.091 1.975 6.602 -0.08
H -2.260 -0.787 -7.191 0.09
H 3.675 -8.204 0.466 0.05
C -2.024 -3.586 -0.001 -0.48
C -5.149 2.011 1.666 -0.21
H -3.153 1.538 -4.344 0.06
H 3.999 -0.961 4.790 0.07
P -1.177 1.810 -6.366 0.72
O 5.535 0.877 1.918 0.09
F -3.324 2.070 -0.396 0.08
C 4.959 1.505 2.783 -0.49
N 2.934 -6.229 0.673 -0.30
H -3.532 1.257 7.865 0.11
H 0.484 0.533 3.727 0.11
H 4.793 -3.834 2.373 0.08
H 0.483 -7.825 3.302 0.09
H -5.969 1.433 2.121 0.09
H 0.446 1.154 -8.809 0.06
H 5.715 -0.961 3.972 0.08
C 1.236 2.949 -6.771 -0.14
C 5.146 3.540 1.645 -0.15
C 2.683 -5.109 -0.232 -0.13
C 5.215 -4.798 2.076 -0.13
H -4.516 3.264 -7.076 0.08
C 2.384 3.742 -1.107 -0.20
N 2.551 -7.328 3.256 -0.33
H 1.489 4.385 -1.052 0.09
H -3.050 1.715 2.234 0.08
H -4.516 2.384 -5.030 0.08
C 0.319 0.427 1.529 -0.30
H 6.217 3.330 1.689 0.13
H -5.904 1.721 7.281 0.11
H 1.785 -4.565 0.062 0.05
H -3.903 4.882 1.007 0.04
N -0.936 1.049 1.092 0.09
C 0.244 -0.200 2.952 -0.13
H -3.719 5.727 2.528 0.04
H 2.953 4.114 -1.967 0.12
C -3.426 3.316 -7.137 -0.14
H 0.416 1.515 -2.784 0.11
H 0.236 3.183 -2.329 0.13
H -0.278 4.208 0.320 0.15
H 3.238 4.992 0.462 0.12
H 2.259 -1.031 2.634 0.07
H -3.125 4.332 -6.853 0.09
H 0.269 4.676 -8.294 0.08
H 4.464 2.233 0.095 0.11
H -0.819 -4.327 1.249 0.11
O -0.752 -4.000 0.338 0.07
H -7.359 3.683 3.381 0.03
H -1.233 -1.632 1.253 0.10
F 0.799 -0.514 0.628 0.03
C 4.765 0.920 4.153 -0.06
H 2.510 -5.455 -1.252 0.08
C -3.098 2.598 4.819 -0.12
N -0.197 3.070 -7.032 -0.31
H 5.223 3.738 -0.534 0.13
H 6.261 -4.825 2.377 0.08
H 1.718 2.190 -7.401 0.07
```

Output
Total charge: +1
LUMO, eV: -2.70
Orbital gap, eV: 7.151
E_HOMO, eV: -9.847

[2]
This record from the OMol25 dataset describes C22H22AuBr3N7O7 as an isolated structure. The level of theory is ωB97M-V/def2-TZVPD.

```
62
Properties=species:S:1:pos:R:3:lowdin_charge:R:1
H 1.711 2.922 4.048 0.11
O 0.492 -6.028 -4.914 0.10
C 3.591 5.099 1.455 -0.05
H 3.489 3.637 3.040 0.11
H 0.052 3.293 3.591 0.09
H -1.273 -4.775 -3.914 0.14
H 1.332 4.460 3.261 0.09
C -3.543 -1.851 2.260 -0.03
C -0.601 -4.093 -3.407 0.11
O -2.948 -2.361 -1.463 0.07
C -1.097 -3.138 -2.549 -0.05
N 2.054 -1.329 -1.701 -0.33
C 1.138 -2.281 -2.211 -0.06
H 3.806 2.470 -0.178 0.13
C 3.573 3.655 1.955 -0.19
O 2.495 -5.337 -4.536 0.10
O -3.208 -3.690 -3.125 0.11
H 4.512 3.167 1.684 0.13
C 1.632 -3.273 -3.041 0.11
H 2.066 2.452 -1.979 0.08
C -2.066 1.559 -0.759 -0.09
C -4.024 -0.253 -0.225 -0.05
H 3.745 5.136 0.382 0.07
H 2.692 -3.324 -3.259 0.14
H -1.262 2.265 -0.911 0.11
N 1.296 -5.271 -4.429 -0.37
H 2.167 4.031 -1.192 0.07
O -0.733 -1.413 -1.002 -0.10
C -0.908 -2.281 2.774 -0.11
C 1.319 2.739 1.960 -0.41
H -4.582 -1.649 2.063 0.11
N -2.519 -3.060 -2.362 -0.33
H 2.524 1.277 0.068 0.02
H 0.150 -2.414 2.953 0.06
H -0.507 2.111 1.938 0.06
C 1.091 3.401 3.289 0.02
H 4.405 5.632 1.936 0.09
N 2.497 2.891 1.361 -0.06
C -4.193 0.644 -1.273 -0.64
Au 0.165 -0.059 0.629 0.96
H 0.849 2.918 -0.800 0.04
H -1.517 -3.708 4.246 0.12
N -1.881 0.671 0.204 0.01
N -1.258 -1.404 1.850 0.03
O 3.231 -1.593 -1.704 0.11
C -2.541 -1.186 1.559 -0.20
Br 2.205 -0.810 1.882 0.24
N 0.356 2.040 1.412 0.04
C 0.769 -4.189 -3.618 -0.12
H -3.319 2.313 -2.327 0.12
C -3.185 -2.767 3.242 -0.64
H 2.654 5.598 1.689 0.07
H -4.771 -1.004 -0.027 0.12
C -1.838 -3.001 3.500 -0.06
C -2.832 -0.222 0.489 -0.21
C 1.902 2.987 -1.049 -0.06
C -0.254 -2.198 -1.852 -0.25
C -3.208 1.594 -1.532 -0.06
C 2.747 2.344 0.046 -0.21
Br -4.524 -3.663 4.228 0.82
O 1.614 -0.240 -1.299 -0.10
Br -5.731 0.558 -2.353 0.85
```

Output
Total charge: +1
LUMO (spin up / spin down), eV: -6.31 / -6.31
Orbital gap (spin up / spin down), eV: 5.083 / 5.083
E_HOMO (spin up / spin down), eV: -11.394 / -11.395
Relative energy (zero: lowest compared OMol25 entry of this formula, charge and spin), kcal per mole: 33.7

[3]
This record from the OMol25 dataset describes a 2-piece molecular cluster, C8H19NO overall. The level of theory is ωB97M-V/def2-TZVPD.

```
29
Properties=species:S:1:pos:R:3:lowdin_charge:R:1
H 1.816 -0.135 -1.888 0.13
H 3.633 -1.015 -0.466 0.07
C -2.034 0.194 1.860 0.01
H -1.899 -0.611 2.562 0.07
C -2.691 1.084 -0.356 -0.07
H -2.155 0.898 -1.287 0.07
H 0.591 1.923 -1.268 0.07
H -1.833 1.186 2.224 0.07
H 2.300 2.296 -1.515 0.08
H 0.321 -0.375 1.855 0.07
H 1.651 2.149 0.125 0.08
C 3.356 0.036 -0.393 -0.07
C 1.595 1.756 -0.886 -0.07
H -2.371 2.039 0.050 0.08
H 1.888 -2.196 0.450 0.07
C -2.749 -1.405 0.110 -0.07
H 3.446 0.351 0.643 0.08
C 0.906 -0.471 0.025 -0.48
H -2.174 -1.609 -0.791 0.07
O 1.049 -0.010 1.337 -0.02
H -3.752 1.147 -0.593 0.08
C -2.452 -0.028 0.622 -0.44
H 4.053 0.611 -0.998 0.08
H 0.987 -2.281 -0.922 0.08
H -0.103 -0.234 -0.352 0.11
H -2.506 -2.159 0.847 0.07
H -3.808 -1.488 -0.151 0.08
C 1.926 0.266 -0.872 -0.38
N 1.008 -1.922 0.026 0.07
```

Output
LUMO, eV: 0.92
Orbital gap, eV: 10.230
E_HOMO, eV: -9.307
Structure (SMILES): CC(C)[C@@H](N)O.C=C(C)C
Relative energy (zero: lowest compared OMol25 entry of this formula, charge and spin), kcal per mole: 25.1

Number 1: energy -3826.54895 Eh. Number 2: energy -9618.71415 Eh. Number 3: energy -446.19276 Eh.